(1)
DFT (ωB97M-V/def2-TZVPD) results for the molecule C3H4N2O2S.

Computed properties:
- ΔE to the lowest compared entry with this formula, charge and spin: 3.9852 eV
- LUMO: 0.51 eV
- M: 132.144 g mol⁻¹
- Frontier orbital gap: 8.606 eV

ORCA input file:
```
! wB97M-V def2-TZVPD RIJCOSX def2/J DEFGRID3
* xyz 0 1
N 2.49609 -0.42054 -0.38948
C 1.25048 0.04526 -0.03703
C 0.64348 1.28475 0.04502
O -0.76320 1.00899 0.26116
C -0.93979 -0.32851 0.21697
N -2.07204 -0.86281 0.01346
S -3.54393 0.12884 -0.26873
O 0.29907 -0.99413 0.14932
H 2.74720 -1.34283 0.01441
H 3.14221 0.23166 -0.33937
H 1.14572 2.24538 -0.27397
H -4.40528 -0.99608 0.60824
*
```

Results of the Mulliken charge analysis, in e, for atoms 1 through 5: N -0.444; C 0.515; C -0.369; O -0.368; C 0.704

(2)
DFT (ωB97M-V/def2-TZVPD) results for an isolated ion of composition C5H11N and charge -1.

Computed properties:
- ΔE to the lowest compared entry with this formula, charge and spin: 0.9466 eV
- LUMO (spin up / spin down): 3.93 / 3.86 eV
- M: 85.150 g mol⁻¹
- ⟨S²⟩: 0.7503
- Frontier orbital gap (spin up / spin down): 2.454 / 8.060 eV

ORCA input file:
```
! wB97M-V def2-TZVPD RIJCOSX def2/J DEFGRID3
* xyz -1 2
C -1.70757 -2.05997 -1.02657
C -1.59587 -0.83565 -0.14937
C -0.48864 -0.08083 -0.28271
N -0.30317 1.22659 0.08801
C 1.06196 1.70873 0.19890
C 2.03589 0.77402 0.96226
H -2.34234 -2.04951 -1.91508
H -0.74246 -2.47724 -1.41207
H -2.08567 -2.85838 -0.35421
H -2.49201 -0.57989 0.36397
H 0.30810 -0.42758 -0.94511
H -0.87739 1.55072 0.88783
H 1.09681 2.66503 0.75117
H 1.40139 1.86935 -0.82233
H 2.83066 1.29399 1.49658
H 2.46981 -0.03862 0.35038
H 1.43051 0.31926 1.80836
*
```

Results of the Mulliken charge analysis, in e, for atoms 1 through 5: C -1.122; C -0.280; C -0.591; N -0.044; C -2.266

(3)
DFT (ωB97M-V/def2-TZVPD) results for C67H108N6O38Y as an isolated structure.

Computed properties:
- LUMO: -3.30 eV
- M: 1694.511 g mol⁻¹
- Frontier orbital gap: 6.300 eV

ORCA input file:
```
! wB97M-V def2-TZVPD RIJCOSX def2/J DEFGRID3
* xyz 1 1
Y -0.62989 2.87128 -3.11285
O -2.78753 5.51997 -5.58802
C -2.09271 4.74177 -4.75206
O -1.32396 3.87113 -5.15981
O -2.14486 4.74480 -3.53807
H -3.33737 6.08132 -5.03650
C 0.12610 -0.01966 0.00992
C 1.07109 0.35145 -1.10205
O 0.69195 1.53337 -1.77376
H 0.54595 -0.75584 0.69539
H -0.86606 -0.34699 -0.30085
H -0.02852 0.88192 0.60264
H 1.13131 -0.40616 -1.88340
H 2.10948 0.39551 -0.77355
C -4.36666 -0.72905 0.71412
O -5.50308 -0.42932 1.51254
C -6.15441 0.80428 1.27665
C -7.14207 1.12079 2.38220
O -8.21215 0.30076 2.13940
C -9.28712 0.59336 2.94299
H -4.72042 -0.82554 -0.31234
H -3.93161 -1.67098 1.04819
H -3.52899 -0.06392 0.92395
H -6.53057 0.82363 0.25380
H -5.44808 1.63363 1.23971
H -7.40767 2.17313 2.48283
H -6.66633 0.81534 3.31412
H -10.12815 -0.07415 2.75531
H -9.65505 1.56792 2.62211
H -9.22420 0.45605 4.02247
C 0.06210 -3.61982 8.09481
O 0.61718 -4.25635 6.95571
C -0.10547 -5.48450 6.57094
C 0.10704 -5.75384 5.05965
O -0.26013 -4.66484 4.13639
C 0.82054 -3.72611 3.98099
H -0.34051 -4.35580 8.79076
H -0.76099 -2.97828 7.78011
H 0.87903 -3.04074 8.52538
H -1.18044 -5.46616 6.75036
H 0.27044 -6.32841 7.14940
H -0.52120 -6.56492 4.69146
H 1.07710 -6.21271 4.86858
H 1.76760 -4.26518 4.00502
H 0.82067 -3.00739 4.80047
H 0.94312 -3.22633 3.02010
C -1.79416 -5.70078 -1.24951
O -0.90008 -5.92515 -0.15744
C -0.92616 -4.86432 0.83498
C -2.22509 -4.87418 1.60517
O -3.32617 -4.66636 0.78892
C -4.65151 -4.63828 1.41422
H -2.74797 -6.21886 -1.14985
H -1.19874 -5.83585 -2.15247
H -2.15395 -4.67188 -1.24920
H -0.57486 -3.91798 0.42373
H -0.07256 -5.08472 1.47598
H -2.15789 -4.22346 2.47702
H -2.26328 -5.84112 2.10686
H -5.53656 -4.86913 0.82134
H -4.89967 -3.66541 1.83853
H -4.86848 -5.28212 2.26657
C 1.96749 -4.06395 -0.74987
O 3.17406 -4.59633 -0.18254
C 3.24257 -4.97697 1.29009
C 4.01939 -3.86672 2.08267
O 3.31526 -2.73128 2.43745
C 3.50660 -1.61069 1.52051
H 2.20380 -3.20841 -1.38257
H 1.32056 -3.58747 -0.01330
H 1.54262 -4.81943 -1.41080
H 3.84065 -5.88658 1.23510
H 2.25145 -5.23078 1.66605
H 4.86109 -3.67957 1.41587
H 4.43105 -4.29277 2.99760
H 2.83164 -0.78161 1.73301
H 3.31065 -1.97844 0.51331
H 4.52241 -1.22151 1.58958
C 1.28586 5.80741 -2.31776
O 0.60761 4.81326 -2.52917
N 0.87232 6.86610 -1.56391
C 1.77310 7.96067 -1.31820
C -0.54516 7.07302 -1.13932
H 2.37268 5.76030 -2.48753
H 2.76954 7.76618 -1.71491
H 1.92111 8.20345 -0.26593
H 1.25786 8.77899 -1.82117
H -0.64006 7.04647 -0.05378
H -0.96466 7.95114 -1.63026
H -1.05941 6.20998 -1.56218
C 2.42906 3.38719 -4.94785
O 1.32093 3.12233 -4.44773
N 3.46627 2.46990 -4.97438
C 3.36627 1.10541 -4.48509
C 4.65291 2.87563 -5.71552
H 2.70618 4.32215 -5.45896
H 2.44136 0.76010 -4.02313
H 4.09676 0.76694 -3.75032
H 3.59273 0.47904 -5.34792
H 4.68165 3.90576 -6.07065
H 5.51080 2.73608 -5.05774
H 4.62294 2.35854 -6.67457
C -3.63289 1.15216 -2.70486
O -2.71045 1.94202 -2.75841
N -4.89568 1.52421 -2.40455
C -6.01145 0.49892 -2.60592
C -5.15626 2.97344 -1.98241
H -3.55998 0.10198 -3.02735
H -6.78357 0.84594 -3.29258
H -6.61606 0.49680 -1.69898
H -5.70869 -0.51245 -2.87716
H -4.23901 3.56079 -2.02456
H -5.79231 3.43631 -2.73693
H -5.72262 2.97303 -1.05110
C -1.44525 3.50094 0.26798
O -1.28117 3.45451 -0.95207
N -2.18842 4.42573 0.91551
C -2.38854 4.50819 2.39463
C -3.06904 5.23514 0.10647
H -0.85250 2.93277 1.00148
H -2.96608 3.60714 2.60114
H -2.93906 5.35864 2.79679
H -1.45654 4.46966 2.95854
H -2.91147 5.33678 -0.96729
H -4.09313 4.89897 0.26876
H -2.93057 6.27345 0.40783
C -0.81584 0.00471 -5.41634
O -0.63999 0.91535 -4.54171
N -0.33415 0.15851 -6.70751
C -0.58683 -0.88136 -7.67061
C 0.43436 1.33165 -7.08978
H -1.45267 -0.88512 -5.29438
H -0.18956 -1.80573 -7.25132
H -0.19685 -0.63601 -8.65845
H -1.66274 -1.02030 -7.77649
H 0.34054 1.47669 -8.16601
H -0.05831 2.18444 -6.62273
H 1.50653 1.16915 -6.97958
C -3.58604 -2.99364 -4.32962
O -3.37603 -1.76280 -4.22579
N -4.07518 -3.77162 -3.34685
C -4.35792 -5.21969 -3.58869
C -4.37480 -3.16001 -2.02783
H -3.41207 -3.42894 -5.32584
H -4.12956 -5.55106 -4.60168
H -5.39405 -5.43027 -3.32374
H -3.69285 -5.84952 -2.99784
H -5.45578 -3.05265 -1.93801
H -4.03733 -3.84465 -1.24969
H -3.80682 -2.22997 -2.00510
C 8.48831 2.45946 1.02378
C 9.78689 2.21627 1.34052
C 10.46788 0.87629 1.41827
O 11.66419 0.61067 1.59850
C 9.48804 -0.29021 1.29825
C 8.17199 -0.05208 1.15439
C 7.54042 1.32203 0.86467
O 6.43945 1.44226 0.35624
O 7.25984 -1.06903 1.13309
O 10.71797 3.21410 1.62039
H 8.26063 3.51516 1.01609
H 9.95622 -1.23687 1.52422
H 6.36963 -0.77489 0.92664
H 11.65579 3.02128 1.55032
C 4.50935 4.97262 1.23316
C 5.38714 5.78581 0.70656
C 5.66370 5.78429 -0.75373
O 6.41937 6.47450 -1.44470
C 4.88690 4.71127 -1.51380
C 3.93067 3.99983 -0.91850
C 3.69715 3.99251 0.59246
O 2.92628 3.27438 1.08034
O 3.26808 3.12042 -1.64995
O 6.13565 6.63483 1.43782
H 4.59213 5.11535 2.30048
H 4.80260 4.80830 -2.58613
H 2.76962 2.45308 -1.17268
H 6.95177 6.88087 0.99623
C -0.25503 1.70092 5.23616
C -0.05017 0.77523 6.23251
C 1.27468 0.02824 6.49038
O 1.52111 -0.71628 7.36214
C 2.31548 0.54169 5.53759
C 2.10711 1.31707 4.47119
C 0.69356 1.86723 4.10219
O 0.34630 2.42024 3.07252
O 2.95024 1.52080 3.49232
O -0.99300 0.50788 7.17004
H -1.18047 2.23058 5.06461
H 3.30040 0.11699 5.66397
H 2.62756 2.27363 2.99160
H -0.61995 -0.12771 7.78524
C -4.12527 -1.47683 5.72793
C -3.14117 -1.97755 5.01151
C -2.48010 -1.24235 3.91803
O -1.67323 -1.77111 3.14729
C -2.84868 0.14435 3.85677
C -3.85598 0.73040 4.57554
C -4.67229 -0.05317 5.53330
O -5.67354 0.39928 6.15711
O -4.18436 2.00511 4.41900
O -2.58630 -3.20047 5.30965
H -4.52997 -2.01916 6.56964
H -2.44870 0.71475 3.03150
H -4.86642 2.18698 5.06962
H -1.85979 -3.37463 4.70679
C 2.93797 -5.31890 -3.99038
C 1.63949 -5.16583 -3.99508
C 0.97533 -3.85791 -3.98768
O -0.21420 -3.69980 -4.05942
C 1.87561 -2.71584 -4.06543
C 3.23279 -2.84672 -4.11630
C 3.90890 -4.18716 -3.97846
O 5.12672 -4.29854 -4.11587
O 4.13656 -1.78862 -4.18251
O 0.77938 -6.20199 -3.88555
H 3.36044 -6.31273 -3.97494
H 1.40458 -1.74679 -4.13932
H 4.98587 -2.11227 -3.87344
H -0.08176 -5.96612 -4.23825
*
```

Results of the Mulliken charge analysis, in e, for atoms 1 through 5: Y 1.605; O -0.541; C 0.766; O -0.492; O -0.250

(4)
DFT (ωB97M-V/def2-TZVPD) results for a 2-piece molecular cluster, C7H14O overall.

Computed properties:
- ΔE to the lowest compared entry with this formula, charge and spin: 0.1379 eV
- LUMO (spin up / spin down): 3.95 / 3.92 eV
- M: 114.188 g mol⁻¹
- ⟨S²⟩: 0.7668
- Frontier orbital gap (spin up / spin down): 4.057 / 6.736 eV

ORCA input file:
```
! wB97M-V def2-TZVPD RIJCOSX def2/J DEFGRID3
* xyz -1 2
C -1.01686 -2.13781 -1.58710
C -1.64380 -1.10406 -0.59353
C -0.97919 0.25460 -0.67986
C -1.31676 1.09242 -1.70861
C 2.30448 1.44607 1.10550
C 1.01401 1.50322 0.33938
C 0.07811 0.47513 0.25162
H -0.50530 -2.91587 -1.01118
H -0.14526 -1.68657 -2.07931
H -1.71409 -2.40745 -2.37442
H -2.68240 -0.96790 -0.92387
H -1.68628 -1.56964 0.38825
H -2.15418 0.96607 -2.38831
H -0.79509 2.03196 -1.87145
H 2.58397 2.39259 1.59476
H 2.32422 0.76172 1.96456
H 3.18262 1.19651 0.48759
H 0.84912 2.47201 -0.12855
H 0.46933 -0.46305 0.65743
H 0.30544 0.19580 2.59563
H 1.18224 -0.93477 2.79987
O 0.34566 -0.60098 3.16160
*
```

Results of the Mulliken charge analysis, in e, for atoms 1 through 5: C -1.043; C -1.025; C 0.121; C -1.301; C -0.923